This record from OMol25 describes a molecular structure, C38H50Cl2NO6P2V. The level of theory is ωB97M-V/def2-TZVPD.

```
100
Properties=species:S:1:pos:R:3:lowdin_charge:R:1
V 0.308 0.835 -0.471 0.8079
C 1.256 0.144 5.715 -0.0508
C 0.203 1.099 5.210 -0.2596
C -0.613 1.715 6.161 -0.0727
C -1.601 2.619 5.804 -0.1045
C -1.785 2.937 4.469 -0.0909
C -0.991 2.328 3.509 -0.1105
C -0.002 1.402 3.850 -0.2790
P 0.841 0.668 2.378 1.1412
C 1.098 -1.071 2.900 -0.3099
C 2.372 -1.601 3.093 -0.1174
C 2.545 -2.931 3.445 -0.1031
C 1.435 -3.749 3.598 -0.0970
C 0.165 -3.230 3.398 -0.0542
C -0.026 -1.896 3.052 -0.2664
C -1.421 -1.365 2.864 -0.0468
C 2.485 1.430 2.350 -0.3522
C 3.050 2.209 3.351 -0.1028
C 4.215 2.927 3.115 -0.1212
C 4.798 2.872 1.853 -0.1133
C 4.237 2.101 0.848 -0.0540
C 3.070 1.356 1.065 -0.3294
C 2.408 0.553 0.033 -0.2273
H 1.545 0.417 6.733 0.0736
H 2.143 0.145 5.093 0.0554
H 0.880 -0.883 5.729 0.0868
H -0.454 1.483 7.209 0.0985
H -2.216 3.080 6.570 0.0905
H -2.542 3.654 4.170 0.0985
H -1.114 2.570 2.461 0.0454
H 3.238 -0.957 2.968 0.1077
H 3.545 -3.331 3.571 0.0934
H 1.557 -4.797 3.848 0.0906
H -0.702 -3.876 3.482 0.1078
H -2.072 -2.149 2.481 0.0819
H -1.442 -0.540 2.153 0.0437
H -1.832 -0.992 3.809 0.0849
H 2.554 2.299 4.312 0.0931
H 4.643 3.548 3.894 0.0828
H 5.695 3.448 1.648 0.0869
H 4.692 2.074 -0.136 0.1035
H 2.330 -0.490 0.333 0.0062
H 2.922 0.605 -0.931 0.0675
Cl 0.737 3.928 0.885 0.4451
C 0.731 2.900 -0.634 -0.6168
H 1.706 3.086 -1.087 -0.0055
H -0.037 3.366 -1.248 -0.0224
C -2.303 -1.381 -0.823 -0.0586
C -1.097 -2.220 -0.537 -0.4042
C -1.085 -3.600 -0.386 -0.1269
C 0.277 -3.969 -0.278 -0.1380
C 1.010 -2.795 -0.360 -0.4052
C 2.512 -2.748 -0.351 -0.0711
N 0.176 -1.704 -0.484 0.0725
H -3.164 -2.025 -1.026 0.0743
H -2.154 -0.756 -1.705 0.0520
H -2.575 -0.722 -0.001 0.0079
H -1.949 -4.252 -0.418 0.0721
H 0.692 -4.964 -0.183 0.0745
H 2.891 -3.769 -0.453 0.0686
H 2.931 -2.342 0.572 0.0404
H 2.925 -2.156 -1.170 0.0512
C -3.971 1.597 -3.434 -0.0317
C -2.651 1.601 -4.192 -0.6168
C -2.161 3.031 -4.404 -0.0271
C -2.798 0.847 -5.511 -0.0415
O -1.732 0.914 -3.313 -0.1697
P -0.236 0.458 -3.659 0.2990
O 0.302 1.008 -4.925 -0.2752
O 0.565 0.759 -2.398 -0.3437
O -0.499 -1.121 -3.735 -0.1549
C 0.405 -2.077 -4.332 -0.6177
C 0.303 -1.993 -5.853 -0.0443
C -0.084 -3.423 -3.829 -0.0209
C 1.827 -1.813 -3.850 -0.0285
H -4.752 2.062 -4.042 0.0803
H -3.862 2.149 -2.501 0.0621
H -4.264 0.569 -3.205 0.0880
H -2.907 3.603 -4.964 0.0792
H -1.220 3.025 -4.956 0.0738
H -2.009 3.500 -3.430 0.0782
H -3.540 1.347 -6.139 0.0767
H -3.134 -0.176 -5.318 0.0868
H -1.844 0.814 -6.038 0.0687
H -0.731 -2.166 -6.164 0.0805
H 0.937 -2.760 -6.309 0.0765
H 0.615 -1.007 -6.197 0.0660
H 0.531 -4.227 -4.246 0.0830
H -1.123 -3.578 -4.137 0.0876
H -0.034 -3.463 -2.740 0.0588
H 2.193 -0.857 -4.231 0.0830
H 2.494 -2.611 -4.191 0.0870
H 1.828 -1.787 -2.762 0.0546
Cl -4.716 0.899 0.666 0.5538
C -3.605 2.281 0.941 -0.4635
C -2.397 2.243 -0.007 -0.7010
O -2.419 3.012 -0.961 0.0130
O -1.490 1.402 0.335 -0.2032
H -3.287 2.221 1.978 0.0436
H -4.179 3.179 0.755 0.0650
```

* maximum force: 1.00 eV/A
* HOMO energy (alpha / beta): -1.42 / -1.42 eV
* 2S+1: 3
* E: -4531.5884 hartree
* charge: -2
* LUMO (alpha / beta): 4.3 / 4.3 eV

=====

This record from OMol25 describes a molecular structure, C38H50Ge2N3O3S3Ti at a distorted geometry. The level of theory is ωB97M-V/def2-TZVPD.

```
100
Properties=species:S:1:pos:R:3:lowdin_charge:R:1
Ti 0.446 -0.970 0.321 0.3766
C 0.334 -4.040 1.923 -0.0756
N 0.005 -2.643 2.306 -0.1844
C -1.423 -2.525 2.618 -0.1687
C -2.223 -2.518 1.346 -0.1496
N -1.864 -1.385 0.444 -0.2113
C -2.503 -0.152 0.976 -0.0458
C -2.378 -1.772 -0.870 -0.3276
C -3.703 -1.581 -1.225 -0.0419
C -4.168 -2.020 -2.456 -0.0821
C -3.298 -2.675 -3.317 -0.0889
C -1.981 -2.901 -2.937 -0.1034
C -1.510 -2.467 -1.699 -0.5671
S 0.145 -2.833 -1.185 0.6912
C 0.865 -2.321 3.424 -0.3200
C 0.499 -2.577 4.742 -0.0457
C 1.377 -2.295 5.777 -0.0775
C 2.636 -1.785 5.490 -0.0804
C 3.006 -1.549 4.173 -0.0965
C 2.123 -1.812 3.125 -0.5745
S 2.599 -1.472 1.455 0.6832
H 0.162 -4.699 2.780 0.1008
H 1.379 -4.090 1.629 0.0809
H -0.263 -4.362 1.080 0.0443
H -1.587 -1.610 3.183 0.1080
H -1.773 -3.363 3.230 0.1294
H -3.288 -2.451 1.582 0.1372
H -2.067 -3.441 0.797 0.1150
H -2.361 0.673 0.290 0.0710
H -3.572 -0.299 1.144 0.0970
H -2.059 0.111 1.925 0.0610
H -4.378 -1.055 -0.560 0.1127
H -5.197 -1.840 -2.739 0.1014
H -3.644 -3.012 -4.287 0.1007
H -1.291 -3.412 -3.599 0.1034
H -0.483 -2.974 4.971 0.1157
H 1.073 -2.465 6.803 0.1051
H 3.328 -1.560 6.293 0.1029
H 3.980 -1.138 3.936 0.1029
C 3.602 1.638 -0.234 -0.1819
C 4.045 0.278 -0.778 -0.4008
Ge 2.529 -0.892 -1.341 0.6336
C 3.414 -2.609 -1.722 -0.4032
C 4.675 -2.424 -2.576 -0.1802
C 2.125 -0.069 -3.050 -0.2520
C 1.130 0.811 -3.189 -0.3387
Ge -0.077 0.926 -1.598 0.9097
C 0.050 2.677 -0.638 -0.3888
C 0.192 4.047 -1.311 -0.1681
C -1.876 0.933 -2.455 -0.3508
C -2.324 2.190 -3.215 -0.1486
C 0.961 1.518 -4.495 -0.2267
C 0.495 2.829 -4.577 -0.0707
C 0.397 3.492 -5.794 -0.0859
C 0.748 2.847 -6.971 -0.1060
C 1.185 1.528 -6.914 -0.0944
C 1.285 0.875 -5.695 -0.0468
H 4.450 2.294 -0.010 0.0667
H 3.041 1.516 0.698 0.0361
H 2.964 2.161 -0.952 0.0516
H 4.668 -0.251 -0.053 0.0375
H 4.639 0.419 -1.688 0.0585
H 2.698 -3.261 -2.224 0.0225
H 3.662 -3.074 -0.765 0.0371
H 4.445 -1.961 -3.541 0.0557
H 5.158 -3.384 -2.784 0.0607
H 5.412 -1.789 -2.078 0.0545
H 2.846 -0.218 -3.862 0.0589
H 0.901 2.564 0.037 0.0114
H -0.844 2.673 -0.010 0.0339
H 1.114 4.116 -1.892 0.0620
H 0.231 4.838 -0.555 0.0678
H -0.645 4.280 -1.973 0.0441
H -2.618 0.719 -1.692 0.0211
H -1.881 0.064 -3.121 0.0591
H -2.235 3.093 -2.604 0.0521
H -3.377 2.100 -3.501 0.0663
H -1.752 2.349 -4.130 0.0436
H 0.203 3.338 -3.667 0.0698
H 0.039 4.514 -5.818 0.1010
H 0.669 3.357 -7.924 0.0935
H 1.443 1.003 -7.826 0.0956
H 1.603 -0.162 -5.672 0.1057
N 0.394 0.710 2.103 0.0589
C -0.511 1.322 3.065 -0.3075
C -1.045 2.581 2.860 -0.0294
C -1.964 3.103 3.768 -0.0364
C -2.343 2.374 4.886 -0.2535
C -1.770 1.124 5.107 -0.0341
C -0.857 0.604 4.203 -0.0460
S -3.498 3.039 6.089 0.3882
O -4.404 1.929 6.337 -0.3693
O -2.648 3.377 7.219 -0.3609
O -4.094 4.177 5.411 -0.3709
H 0.926 1.422 1.616 0.0577
H 1.087 0.167 2.610 0.0319
H -0.751 3.161 1.996 0.0923
H -2.405 4.082 3.617 0.1114
H -2.055 0.568 5.993 0.1196
H -0.390 -0.354 4.392 0.0818
```

* maximum force: 1.36 eV/A
* HOMO energy: -5.67 eV
* E: -8065.9831 hartree
* charge: -1
* LUMO: 1.8 eV

=====

Among the records above, which one has the lowest E?
C38H50Ge2N3O3S3Ti